[1]
The following is a quantum chemistry calculation of a structure of composition C12H7CuF5N3O3Te at a distorted geometry, from the Open Molecules 2025 dataset.

XYZ file:
```
32
C12H7CuF5N3O3Te the ωB97M-V functional and the def2-TZVPD basis
Te 2.90030 -1.14290 -0.05990
Cu 0.46520 -0.50720 -0.51440
F 1.65570 -2.68710 0.08600
F 4.58750 -0.25850 -0.07030
F 3.07370 -1.75400 -1.87810
F 4.07100 -2.59300 0.34220
F 2.66090 -1.07410 1.84300
O -5.43240 0.89150 -4.53640
O 2.03030 0.35620 -0.40390
O -5.43770 2.42150 -3.02710
N -0.92590 1.20770 -0.80820
N -5.02840 1.39310 -3.51380
N -1.07280 -1.51990 -0.78380
C -1.98090 -0.81540 -1.48230
C -1.20660 -2.82920 -0.68300
C -2.19770 -3.54270 -1.36030
C -3.09100 -2.85760 -2.14740
C -0.85970 2.51380 -0.72100
C -2.95130 1.38000 -2.09650
C -1.93080 0.62260 -1.46780
C -2.86910 2.78240 -1.98570
C -3.02740 -1.45330 -2.18660
C -3.99430 -0.68130 -2.88370
C -1.82190 3.34860 -1.29890
C -3.97220 0.67840 -2.81870
H -4.77310 -1.19130 -3.43660
H -1.74570 4.41970 -1.20100
H -2.24670 -4.61430 -1.26130
H -3.85010 -3.36310 -2.72370
H -3.64290 3.40200 -2.41340
H -0.01280 2.90020 -0.17330
H -0.49990 -3.33760 -0.04690
```

As for the HOMO energy: -9.20 eV. As for the energy above the lowest of the compared OMol25 structures with the same formula, charge and spin: 23.8 kcal per mole. The value obtained for the orbital gap is 7.396 eV. The total energy comes out at -88688.5803 eV. The total charge is 0. The max |F| comes out at 6.690 eV/A.

---

[2]
The following is a quantum chemistry calculation of a structure of composition C12H7MoN2O5S at a distorted geometry, from the Open Molecules 2025 dataset.

XYZ file:
```
28
C12H7MoN2O5S the ωB97M-V functional and the def2-TZVPD basis
Mo -0.71416 1.67393 0.82761
S 0.67002 -2.84701 1.75099
O -1.39170 2.85523 -3.95503
O -3.51923 0.06863 1.21314
O -2.30373 4.42019 0.98696
O 1.31221 2.25985 3.21121
O 0.72984 3.05414 -1.64852
N -0.60364 -0.92807 3.14468
N -0.01660 -0.46680 0.88717
C -1.64929 2.31084 -2.96108
C 1.47114 -1.33812 -2.44829
C -2.53346 0.61510 0.88454
C 1.06457 -2.38949 0.09081
C 0.55843 -1.11485 -0.23115
C 1.79830 -3.13300 -0.83073
C 0.57144 2.00841 2.34340
C 2.02558 -2.58019 -2.10548
C -1.73930 3.40410 0.93442
C 0.21885 2.53128 -0.73142
C 0.68785 -0.61649 -1.53716
C -0.05694 -1.26678 1.95982
H 0.19094 0.31351 -1.82389
H -0.51657 -1.62128 3.87824
H -1.75496 0.95890 -0.39836
H 1.65250 -0.93283 -3.44343
H -0.95654 0.00181 3.37011
H 2.18056 -4.11007 -0.53976
H 2.62389 -3.13095 -2.82878
```

Its spin multiplicity is 3. As for the HOMO energy (alpha / beta): -19.76 / -19.52 eV. The value obtained for the orbital gap (alpha / beta) is 3.950 / 3.825 eV. The total energy comes out at -38430.1905 eV. The total charge is +3. The max |F| comes out at 7.905 eV/A.

---

[3]
The following is a quantum chemistry calculation of a structure of composition C12H8AsN3O2S5Sr at a distorted geometry, from the Open Molecules 2025 dataset.

XYZ file:
```
32
C12H8AsN3O2S5Sr the ωB97M-V functional and the def2-TZVPD basis
Sr -0.22827 -1.59935 -0.74899
As 1.97438 -3.75778 -1.33666
S 0.63307 -4.17014 0.40396
S 2.74007 -1.71752 -0.87526
S -0.21169 -1.12258 3.69432
S 0.54544 -3.55973 -3.00664
S 3.47820 -5.28742 -1.51461
O -2.76592 -0.11067 -1.40098
O 0.50749 2.94270 -0.42216
N 2.26139 -1.27271 2.83738
N 1.30686 -3.31252 3.56868
N -0.86233 1.06889 -0.86612
C -2.65439 2.27983 -1.74177
C -0.49576 2.39799 -0.82982
C -2.12490 0.93856 -1.33219
C 3.42823 -1.84446 2.56753
C 3.56036 -3.17255 2.72555
C 2.40525 -3.89211 3.13934
C -1.62087 3.17203 -1.45496
C -4.00773 4.12554 -2.41066
C -3.88190 2.75422 -2.20676
C -2.96505 4.99095 -2.12033
C 1.16943 -1.97774 3.35158
C -1.76620 4.51518 -1.62855
H 4.23593 -1.21713 2.19452
H 4.44416 -3.70037 2.32532
H -3.16147 6.06033 -2.27985
H -4.93752 4.50330 -2.79295
H -4.64639 2.04189 -2.37967
H -0.94715 5.18747 -1.33390
H 2.10334 -0.28533 2.65697
H 2.48393 -4.97876 3.21771
```

As for the HOMO energy: -1.33 eV. The value obtained for the orbital gap is 5.486 eV. The total energy comes out at -136996.6617 eV. The total charge is -2. The max |F| comes out at 1.790 eV/A.